Here is a structure of composition C6H12 at a distorted geometry from the OMol25 dataset. Energies are from ωB97M-V with the def2-TZVPD basis set.

Summary:
Spin multiplicity = 1
F_max = 1.45 eV/Å
LUMO level = 1.12 eV
Relative energy (zero: lowest compared OMol25 entry of this formula, charge and spin) = 407.0 kJ/mol
E_HOMO = -7.46 eV
Net charge = 0

Structure (XYZ):
```
18
Properties=species:S:1:pos:R:3:forces:R:3
C 1.631823 0.477348 0.153983 -0.008 -0.033 -0.020
C 0.175340 0.754144 0.564158 -0.072 0.174 0.011
C -0.605801 1.412058 -0.578072 0.077 0.189 -0.067
C -1.137456 0.137023 -1.213841 0.532 0.009 -0.267
C -0.739622 -0.465696 0.693356 0.140 -0.093 -1.110
C -0.104698 -1.820710 0.858679 -0.107 -0.022 -0.101
H 2.174118 -0.107029 0.907750 -0.153 0.089 -0.106
H 1.702800 -0.065979 -0.796732 -0.061 0.079 0.141
H 2.169019 1.426016 0.028877 -0.130 -0.131 0.031
H 0.200455 1.354971 1.484644 -0.027 -0.114 -0.084
H -1.435361 2.004038 -0.174888 0.103 -0.113 -0.109
H -0.018295 2.050363 -1.243706 -0.041 0.020 0.057
H -0.442122 -0.452858 -1.798499 0.197 0.108 -0.097
H -2.110280 0.208053 -1.736314 0.316 -0.308 0.544
H -1.677455 -0.384757 0.011445 -0.544 -0.055 1.342
H 0.731989 -2.027242 0.174374 -0.152 -0.015 0.075
H 0.318790 -1.866391 1.875831 -0.148 0.110 -0.208
H -0.833244 -2.633353 0.788954 0.079 0.107 -0.032
```
Forces are in eV/Å.

Here is the molecule C6H12 at a distorted geometry from the OMol25 dataset. Energies are from ωB97M-V with the def2-TZVPD basis set.

Summary:
Spin multiplicity = 1
F_max = 4.79 eV/Å
LUMO level = 1.16 eV
Relative energy (zero: lowest compared OMol25 entry of this formula, charge and spin) = 182.6 kJ/mol
SMILES = C/C=C/CCC
E_HOMO = -8.84 eV
Net charge = 0

Structure (XYZ):
```
18
Properties=species:S:1:pos:R:3:forces:R:3
C -2.707812 0.247454 -0.926290 0.270 -0.270 -2.374
C -1.827472 0.027061 0.200488 2.444 1.948 1.404
C -0.592346 -0.568711 0.095000 -3.289 2.579 2.333
C 0.429833 -0.398228 1.179642 0.758 -1.203 0.558
C 1.746254 0.267905 0.724963 -1.475 0.022 -1.341
C 2.311642 -0.001183 -0.681501 -0.535 1.003 2.311
H -2.408112 -0.516842 -1.647162 -0.604 0.049 -0.511
H -3.723320 0.160682 -0.670083 -1.500 -0.417 0.253
H -2.651954 1.234246 -1.469700 0.453 -0.714 0.860
H -2.134582 0.739751 1.039927 1.066 -1.334 -0.507
H -0.485327 -1.178245 -0.756432 0.812 -0.658 -0.955
H 0.593628 -1.398520 1.592389 0.510 -0.200 -0.097
H 0.122198 0.158217 2.095306 -0.508 -0.121 -0.993
H 2.497167 0.187814 1.458636 0.909 -0.343 0.993
H 1.466534 1.293299 0.682433 0.016 1.242 0.192
H 1.633680 0.317431 -1.426428 -0.350 0.893 -0.934
H 3.289484 0.424619 -0.652478 0.558 0.709 -0.771
H 2.440506 -0.996758 -0.838714 0.467 -3.186 -0.421
```
Forces are in eV/Å.